DFT (ωB97M-V with the def2-TZVPD basis set) results for a single C3H6N2O2 molecule in a non-equilibrium geometry.

Each atom is followed by the atoms it is bonded to, with distances in Å.
Positions of all 13 atoms, in Å:
1 C -0.36385 1.49026 -0.06285  N2 1.464, H8 1.096, H9 1.097, H10 1.097
2 N 0.57794 0.38969 -0.27858  C1 1.464, N3 1.367, C5 1.468
3 N 1.80902 0.59463 0.27802  N2 1.367, O4 1.228
4 O 2.47861 1.36480 -0.40484  N3 1.228
5 C 0.17188 -0.81985 0.44827  N2 1.468, C6 1.538, O7 1.435, H11 1.088
6 C -0.79060 -1.74884 -0.31035  C5 1.538, O7 1.421, H12 1.082, H13 1.083
7 O 0.58159 -2.07002 -0.12430  C5 1.435, C6 1.421
8 H -0.00433 2.41383 -0.53084  C1 1.096
9 H -0.54021 1.69369 1.00097  C1 1.097
10 H -1.33293 1.24554 -0.51409  C1 1.097
11 H 0.04044 -0.77071 1.52673  C5 1.088
12 H -1.11054 -1.49411 -1.31225  C6 1.082
13 H -1.51702 -2.28889 0.28410  C6 1.083

Results
**Electronic energy**: -10278.8931 eV
**ΔE to the lowest compared entry with this formula, charge and spin**: 569.69 kJ/mol
**Charge**: 0
**Molar mass**: 102.09 g mol⁻¹
**E_LUMO**: -0.1 eV
**Kohn-Sham gap**: 9.69 eV